Here is one molecule with the formula C20H29N5O from the OMol25 dataset. Energies are from ωB97M-V/def2-TZVPD.

Its spin multiplicity is 1. The HOMO-LUMO gap is 8.339 eV. Its LUMO energy is 0.7 eV. Its HOMO energy is -7.7 eV. The calculation puts the total energy at -30707.733 eV. For the relative energy (zero: lowest compared OMol25 entry of this formula, charge and spin), the calculation gives 60.2 kcal per mole.

Positions of all 55 atoms, in Å:
C 4.65351 2.48109 0.88779
C 4.52137 1.05221 1.33320
C 5.67498 0.52838 2.13471
C 3.47674 0.28128 1.05242
C 2.27388 0.68626 0.25003
N 1.07136 0.75405 1.09006
C 0.58780 -0.56415 1.48958
C -0.08610 -1.33388 0.33932
N -1.13576 -0.57778 -0.32464
C -2.41255 -0.60906 0.37666
C -2.99739 -1.97815 0.29321
C -3.21444 -2.87635 1.29791
C -3.69671 -4.07686 0.71679
C -3.74098 -3.87970 -0.62576
N -3.32355 -2.59675 -0.89808
C -3.27136 -2.08096 -2.17162
N -3.14938 -0.76681 -2.32739
C -3.08614 -0.31286 -3.56402
C -3.15338 -1.14723 -4.67039
C -3.31660 -2.49803 -4.39529
N -3.37679 -2.96565 -3.16432
C -0.67296 0.75253 -0.67667
C -0.06767 1.49616 0.52840
C 0.23479 2.96634 0.23053
C 0.58439 3.73362 1.50972
O 1.75479 3.27683 2.13094
H 4.62282 2.55401 -0.19882
H 3.84342 3.08345 1.29508
H 5.59747 2.89770 1.22847
H 5.80256 1.12957 3.03437
H 5.52165 -0.50769 2.42620
H 6.59653 0.59619 1.55668
H 3.47877 -0.74187 1.40418
H 2.15554 -0.02460 -0.58310
H 2.44727 1.67288 -0.17249
H 1.42079 -1.14468 1.88512
H -0.12991 -0.41671 2.30342
H -0.51205 -2.26521 0.71663
H 0.66061 -1.59061 -0.41944
H -2.33511 -0.34295 1.44356
H -3.07347 0.10717 -0.11519
H -3.05178 -2.70176 2.34391
H -3.96902 -4.97043 1.24240
H -4.04165 -4.52572 -1.42448
H -2.98628 0.76094 -3.66323
H -3.09478 -0.77088 -5.67742
H -3.40295 -3.23762 -5.18144
H -1.51365 1.31129 -1.09057
H 0.08198 0.64646 -1.46290
H -0.82616 1.49211 1.32536
H -0.65933 3.41535 -0.20635
H 1.04308 3.06831 -0.49373
H -0.26578 3.66601 2.20797
H 0.75107 4.79052 1.27989
H 1.70651 2.30425 2.15284

=====

Here is one molecule with the formula C6H9N from the OMol25 dataset. Energies are from ωB97M-V/def2-TZVPD.

Its spin multiplicity is 1. The HOMO-LUMO gap is 8.699 eV. Its LUMO energy is 0.9 eV. Its HOMO energy is -7.8 eV. The calculation puts the total energy at -7853.380 eV. For the relative energy (zero: lowest compared OMol25 entry of this formula, charge and spin), the calculation gives 110.2 kcal per mole.

Positions of all 16 atoms, in Å:
C 2.57827 -0.58644 -0.03686
C 1.38183 0.33918 0.03228
C 0.08103 -0.33806 0.10759
C -1.05777 0.36656 0.06990
C -2.56659 -0.42454 -0.17578
C -1.99114 1.27272 -0.12372
N 1.44147 1.61661 0.02270
H 2.57690 -1.28359 0.80821
H 2.54673 -1.18682 -0.95292
H 3.51866 -0.02790 -0.02181
H 0.04608 -1.41902 0.17499
H -3.55069 -0.02601 0.07993
H -2.37456 -1.22093 0.55273
H -2.58201 -0.80278 -1.19350
H -2.46017 1.79683 0.70648
H 2.41195 1.92420 -0.05021

=====

Here is a 2-piece molecular cluster, C8H16FINO3 overall from the OMol25 dataset. Energies are from ωB97M-V/def2-TZVPD.

Its total charge is -1. Its spin multiplicity is 1. The HOMO-LUMO gap is 5.768 eV. Its LUMO energy is 2.7 eV. Its HOMO energy is -3.0 eV. The calculation puts the total energy at -27005.474 eV.

Positions of all 30 atoms, in Å:
N 1.49621 0.15875 0.96029
C 0.41223 0.20872 -0.00994
C 0.90748 -0.38647 -1.37537
C 0.46673 0.38267 -2.61414
C 1.43825 1.43933 -3.03812
F 2.70198 0.91496 -3.21151
C -0.82308 -0.59081 0.42708
C -0.89413 -1.02052 1.87779
C -1.78818 -0.17206 2.79468
I -3.78144 -1.01583 3.00058
O 0.15619 1.61169 -0.29465
C -0.41456 2.29757 0.71457
O 0.16256 2.93623 1.48890
H 2.20752 0.82939 0.69107
H 1.94635 -0.74697 0.86987
H 0.68018 -1.43730 -1.43252
H 1.98784 -0.32851 -1.35071
H -0.52146 0.80942 -2.53275
H 0.41659 -0.31712 -3.44463
H 1.50441 2.21901 -2.28659
H 1.13530 1.89295 -3.97403
H -0.91829 -1.49178 -0.15668
H -1.71124 0.00068 0.21682
H 0.06263 -1.12466 2.36484
H -1.31511 -2.01695 1.84902
H -1.36450 -0.13521 3.77905
H -1.96852 0.82867 2.43871
H -1.51155 2.29625 0.70283
O -0.52835 -3.63401 0.56849
H -0.14206 -4.40810 0.97706

=====

Here is a 2-piece molecular cluster, C3H5ClS overall from the OMol25 dataset. Energies are from ωB97M-V/def2-TZVPD.

Its spin multiplicity is 1. The HOMO-LUMO gap is 9.786 eV. Its LUMO energy is 0.8 eV. Its HOMO energy is -9.0 eV. The calculation puts the total energy at -26546.496 eV. For the relative energy (zero: lowest compared OMol25 entry of this formula, charge and spin), the calculation gives 57.1 kcal per mole.

Positions of all 10 atoms, in Å:
C 0.86775 -1.83603 -1.94517
C 1.25607 -1.84403 -0.81629
Cl 1.73786 -1.78105 0.69641
H 0.63893 -2.12568 -2.95202
C -0.70052 1.34531 0.25932
S -0.31912 1.33356 2.12947
H -1.04282 2.36150 -0.05335
H -1.35479 0.49689 -0.01688
H 0.44690 1.19287 -0.05682
H -1.53026 0.85667 2.75533

=====

Here is a 2-piece molecular cluster, C6H12S2Si overall from the OMol25 dataset. Energies are from ωB97M-V/def2-TZVPD.

Its spin multiplicity is 1. The HOMO-LUMO gap is 7.877 eV. Its LUMO energy is 0.5 eV. Its HOMO energy is -7.4 eV. The calculation puts the total energy at -35962.785 eV. For the relative energy (zero: lowest compared OMol25 entry of this formula, charge and spin), the calculation gives 20.8 kcal per mole.

Positions of all 21 atoms, in Å:
C 1.41403 1.40742 -0.26576
C 2.67369 1.56999 0.11437
C 1.00964 0.05730 -0.57751
C -1.73722 1.04096 -0.57204
C -0.77613 -0.56627 1.87173
C -1.13588 -2.03519 -0.84347
Si -0.75838 -0.38294 -0.07971
S 3.71603 0.33157 0.53750
S 2.18913 -1.06473 0.09154
H 0.76662 2.18483 -0.39458
H 3.03125 2.55714 0.31733
H 0.97984 -0.23905 -2.10398
H -2.73590 0.84044 -0.79185
H -1.54799 1.89357 0.02532
H -1.30265 1.19258 -1.50301
H -1.42941 -1.23532 2.42552
H 0.22748 -0.93301 2.20183
H -0.92446 0.47979 2.25834
H -0.67137 -2.29413 -1.73444
H -0.83736 -2.77305 -0.08008
H -2.15097 -2.03188 -0.89707

=====

Here is C17H23Cl40N2O4S2 as an isolated structure from the OMol25 dataset. Energies are from ωB97M-V/def2-TZVPD.

Its total charge is -1. Its spin multiplicity is 1. The HOMO-LUMO gap is 7.782 eV. Its LUMO energy is 1.0 eV. Its HOMO energy is -6.8 eV. The calculation puts the total energy at -551741.167 eV.

Positions of all 88 atoms, in Å:
C -2.16808 1.95150 1.64471
C -2.59375 1.31533 0.29244
C -4.12982 1.26585 0.12650
C -4.66202 2.59316 -0.41555
N -6.07319 2.55811 -0.85537
S -7.16178 2.41016 0.41563
O -7.03747 3.60252 1.23759
O -6.89507 1.14512 1.06985
N -8.61340 2.49018 -0.30828
S -9.16590 1.27583 -1.17296
O -8.22177 0.55347 -1.99753
O -10.42360 1.66520 -1.77573
Cl -9.70069 -0.13701 0.25129
H -1.66118 1.21668 2.28372
H -1.47195 2.79030 1.49280
H -3.04080 2.33575 2.19163
H -2.15346 0.31510 0.16672
H -2.19247 1.95959 -0.51154
H -4.55205 1.08948 1.12984
H -4.46705 0.43104 -0.49858
H -4.07841 2.83863 -1.32053
H -4.47375 3.41078 0.30521
H -6.29121 3.47854 -1.23903
C 2.13775 0.28148 0.15250
Cl 1.90480 1.86809 0.89281
Cl 1.87193 -1.01759 1.30723
Cl 1.07765 0.08546 -1.24481
H 3.16241 0.21948 -0.18953
C 5.73693 -1.98548 -1.10113
Cl 5.91997 -0.77195 0.16056
Cl 5.75103 -3.61069 -0.42708
Cl 4.24994 -1.69726 -2.01594
H 6.57231 -1.89187 -1.78363
C 7.30499 3.11562 0.46615
Cl 7.57398 2.28256 1.99982
Cl 8.64080 2.81557 -0.64665
Cl 5.77054 2.63064 -0.24695
H 7.26675 4.17974 0.66368
C 2.41706 2.25420 -4.52166
Cl 0.93411 2.40290 -3.58676
Cl 3.18694 0.69109 -4.21899
Cl 2.10153 2.45995 -6.24831
H 3.09879 3.03432 -4.20880
C -12.28667 1.03088 3.74627
Cl -11.31139 1.77710 2.49970
Cl -13.05891 -0.44816 3.15565
Cl -11.32856 0.68781 5.19586
H -13.07244 1.71834 4.03107
C -7.70557 -2.68390 -1.31081
Cl -6.18140 -1.86314 -1.03176
Cl -7.52342 -3.93449 -2.55408
Cl -8.33865 -3.39849 0.18046
H -8.42419 -1.95007 -1.66148
C 2.53798 -4.78624 -3.07240
Cl 2.91031 -5.56082 -4.61684
Cl 0.93541 -4.05743 -3.09907
Cl 2.68822 -5.93575 -1.74279
H 3.25812 -3.99306 -2.91888
C -1.52431 -3.49985 2.30302
Cl -1.19314 -2.25040 1.10879
Cl -1.52857 -5.08929 1.53416
Cl -0.33664 -3.43901 3.61230
H -2.50405 -3.31772 2.72758
C -5.44920 -1.23166 3.33336
Cl -5.11784 -2.13983 4.82173
Cl -3.97877 -1.11471 2.35345
Cl -6.73543 -1.96492 2.40061
H -5.74957 -0.22844 3.60996
C 9.62666 -3.00713 1.87078
Cl 8.88308 -1.50554 2.41391
Cl 9.24348 -4.33638 2.96404
Cl 9.13709 -3.39724 0.21925
H 10.69989 -2.86802 1.87546
C 11.13487 6.21272 0.72607
Cl 12.63194 6.19128 1.65609
Cl 9.95520 5.09179 1.40734
Cl 10.47496 7.84465 0.62520
H 11.36000 5.88289 -0.28024
C 12.74364 4.94275 -2.88255
Cl 14.17245 4.94758 -1.85121
Cl 11.57400 3.74463 -2.32458
Cl 12.00827 6.54703 -2.93885
H 13.04869 4.67559 -3.88606
C -2.22878 -8.59194 -0.31043
Cl -2.26724 -9.85610 -1.54229
Cl -2.32553 -9.28849 1.30767
Cl -0.78970 -7.58994 -0.47762
H -3.09539 -7.95874 -0.45389

=====

> Which value of spin multiplicity does entry 5 give?

1

=====

Copy entry 3 word for word.
Here is a 2-piece molecular cluster, C8H16FINO3 overall from the OMol25 dataset. Energies are from ωB97M-V/def2-TZVPD.

Its total charge is -1. Its spin multiplicity is 1. The HOMO-LUMO gap is 5.768 eV. Its LUMO energy is 2.7 eV. Its HOMO energy is -3.0 eV. The calculation puts the total energy at -27005.474 eV.

Positions of all 30 atoms, in Å:
N 1.49621 0.15875 0.96029
C 0.41223 0.20872 -0.00994
C 0.90748 -0.38647 -1.37537
C 0.46673 0.38267 -2.61414
C 1.43825 1.43933 -3.03812
F 2.70198 0.91496 -3.21151
C -0.82308 -0.59081 0.42708
C -0.89413 -1.02052 1.87779
C -1.78818 -0.17206 2.79468
I -3.78144 -1.01583 3.00058
O 0.15619 1.61169 -0.29465
C -0.41456 2.29757 0.71457
O 0.16256 2.93623 1.48890
H 2.20752 0.82939 0.69107
H 1.94635 -0.74697 0.86987
H 0.68018 -1.43730 -1.43252
H 1.98784 -0.32851 -1.35071
H -0.52146 0.80942 -2.53275
H 0.41659 -0.31712 -3.44463
H 1.50441 2.21901 -2.28659
H 1.13530 1.89295 -3.97403
H -0.91829 -1.49178 -0.15668
H -1.71124 0.00068 0.21682
H 0.06263 -1.12466 2.36484
H -1.31511 -2.01695 1.84902
H -1.36450 -0.13521 3.77905
H -1.96852 0.82867 2.43871
H -1.51155 2.29625 0.70283
O -0.52835 -3.63401 0.56849
H -0.14206 -4.40810 0.97706

=====

> Number 4 is which compound?

C3H5ClS